The following is a quantum chemistry calculation of a structure of composition C44H120FeN4O32S, from the OMol25 dataset.

Last column: Mulliken charge in e.
CARTESIAN COORDINATES (ANGSTROEM)
1 Fe 21.152 -12.487 11.255  0.506
2 S 19.316 -12.717 9.361  1.230
3 O 19.331 -13.110 10.756  0.118
4 O 18.330 -11.676 9.166  -0.864
5 O 20.687 -12.191 9.274  -0.373
6 O 19.163 -13.877 8.482  1.312
7 C 21.415 -9.357 6.654  -0.295
8 C 21.250 -10.860 6.353  0.631
9 O 22.090 -11.728 7.170  -0.512
10 O 22.537 -8.773 6.064  -0.671
11 H 21.372 -9.153 7.724  0.043
12 H 20.493 -8.917 6.273  0.196
13 H 21.516 -10.928 5.298  0.439
14 H 20.198 -11.126 6.460  -0.428
15 H 21.419 -11.941 7.823  -0.248
16 H 23.322 -9.210 6.404  0.386
17 C 20.697 -15.198 5.995  0.281
18 C 19.325 -14.911 5.305  -0.487
19 O 18.913 -13.607 5.802  -0.660
20 O 20.528 -15.813 7.286  -0.550
21 H 21.202 -14.260 6.225  -0.457
22 H 21.274 -15.788 5.283  0.536
23 H 18.528 -15.633 5.485  0.013
24 H 19.440 -14.857 4.222  0.481
25 H 18.867 -13.648 6.760  -0.206
26 H 20.073 -15.181 7.847  -0.186
27 C 16.732 -10.681 6.499  -0.689
28 C 17.016 -9.336 7.114  -0.631
29 O 18.262 -9.424 7.823  0.069
30 O 16.387 -11.723 7.394  -0.139
31 H 17.601 -10.897 5.878  0.116
32 H 15.884 -10.527 5.833  0.610
33 H 16.248 -9.168 7.869  0.136
34 H 16.841 -8.570 6.358  0.556
35 H 18.336 -10.267 8.276  -0.154
36 H 17.136 -11.941 7.953  -0.078
37 C 15.588 -12.489 10.759  2.118
38 C 14.076 -12.172 10.725  -1.331
39 O 13.556 -11.900 12.008  -0.668
40 O 16.399 -11.400 11.097  1.135
41 H 15.894 -12.723 9.739  -1.236
42 H 15.849 -13.413 11.274  -0.737
43 H 13.521 -12.988 10.262  0.524
44 H 13.926 -11.321 10.060  0.546
45 H 12.694 -11.489 11.912  0.293
46 H 17.046 -11.288 10.397  -0.498
47 C 20.298 -18.242 9.416  1.002
48 C 19.641 -18.942 8.261  -0.845
49 O 18.239 -19.304 8.511  -0.422
50 O 20.463 -19.202 10.403  -0.709
51 H 19.658 -17.422 9.742  -0.648
52 H 21.305 -17.888 9.191  0.394
53 H 20.162 -19.839 7.926  0.480
54 H 19.638 -18.296 7.384  0.252
55 H 17.983 -19.800 7.730  0.246
56 H 19.562 -19.416 10.656  0.213
57 C 24.722 -12.896 4.776  -0.235
58 C 25.483 -13.869 3.864  -0.719
59 O 26.563 -14.578 4.499  -0.520
60 O 23.508 -13.459 5.251  -0.375
61 H 24.429 -12.111 4.078  0.264
62 H 25.352 -12.496 5.571  0.288
63 H 26.005 -13.255 3.130  0.339
64 H 24.782 -14.442 3.257  0.304
65 H 26.196 -15.343 4.949  0.307
66 H 23.058 -12.935 5.917  0.253
67 C 14.491 -8.847 12.823  -0.611
68 C 14.838 -9.347 14.249  -0.148
69 O 14.868 -10.730 14.158  -0.572
70 O 15.504 -8.733 11.841  -0.499
71 H 14.142 -7.814 12.847  0.457
72 H 13.623 -9.350 12.396  0.260
73 H 14.160 -8.936 14.997  0.365
74 H 15.828 -8.984 14.523  -0.088
75 H 14.641 -11.018 13.271  0.226
76 H 15.843 -9.605 11.626  0.237
77 C 17.860 -6.940 9.880  0.808
78 C 17.846 -5.406 9.882  -0.752
79 O 17.628 -4.881 8.647  -0.550
80 O 19.025 -7.330 9.178  -0.543
81 H 16.981 -7.479 9.526  -0.020
82 H 17.873 -7.352 10.889  -0.313
83 H 18.750 -5.059 10.384  0.335
84 H 16.946 -5.060 10.389  0.320
85 H 18.415 -4.943 8.101  0.317
86 H 18.809 -8.066 8.600  0.494
87 C 16.535 -15.989 9.879  -0.543
88 C 17.030 -16.161 8.503  -0.679
89 O 16.997 -14.991 7.679  1.694
90 O 17.510 -15.522 10.891  3.206
91 H 16.011 -16.896 10.181  0.470
92 H 15.713 -15.281 9.769  -0.156
93 H 16.437 -16.923 7.998  0.717
94 H 18.036 -16.582 8.525  -0.418
95 H 17.792 -14.570 8.014  -1.424
96 H 17.956 -14.733 10.573  -1.961
97 C 14.023 -13.512 5.847  -0.482
98 C 15.086 -14.240 5.063  -0.233
99 O 15.287 -15.584 5.481  -0.743
100 O 14.219 -13.407 7.275  -0.454
101 H 13.103 -14.064 5.654  0.330
102 H 14.011 -12.489 5.471  0.297
103 H 16.032 -13.699 5.081  -0.042
104 H 14.764 -14.390 4.033  0.447
105 H 15.686 -15.553 6.354  0.249
106 H 14.936 -12.777 7.381  0.255
107 C 13.070 -17.568 12.335  -0.920
108 O 14.194 -17.090 13.011  -0.299
109 C 14.291 -15.701 12.956  -0.438
110 C 15.227 -15.122 13.988  -0.166
111 N 16.499 -15.814 14.071  0.017
112 C 17.525 -14.971 14.740  -1.601
113 C 17.981 -13.692 13.993  0.622
114 O 19.286 -13.159 14.383  -0.320
115 C 19.301 -12.603 15.681  -1.174
116 H 13.156 -18.621 12.067  0.301
117 H 13.000 -17.057 11.374  0.327
118 H 12.093 -17.362 12.772  0.327
119 H 13.308 -15.234 13.026  0.657
120 H 14.493 -15.404 11.927  -0.163
121 H 14.777 -15.222 14.976  0.624
122 H 15.218 -14.049 13.797  -0.088
123 H 16.769 -15.946 13.107  -0.199
124 H 18.351 -15.618 15.037  0.173
125 H 17.029 -14.620 15.644  0.556
126 H 17.142 -13.038 13.756  0.110
127 H 18.213 -14.063 12.995  -0.420
128 H 20.177 -12.002 15.923  0.184
129 H 19.309 -13.315 16.507  0.356
130 H 18.451 -11.933 15.806  0.404
131 C 17.004 -19.702 11.387  -0.259
132 O 18.262 -19.545 12.055  -0.535
133 C 18.416 -18.413 12.927  0.036
134 C 19.493 -18.532 13.998  -1.178
135 N 20.831 -18.375 13.399  0.147
136 C 21.908 -18.695 14.320  -0.954
137 C 23.239 -18.593 13.684  -0.629
138 O 23.766 -17.298 13.907  -0.175
139 C 24.565 -17.210 15.045  -0.772
140 H 16.838 -18.837 10.745  -0.282
141 H 16.166 -19.783 12.079  0.403
142 H 17.069 -20.540 10.693  0.301
143 H 17.439 -18.238 13.377  0.587
144 H 18.566 -17.570 12.253  -0.043
145 H 19.400 -19.467 14.550  0.467
146 H 19.381 -17.703 14.697  0.293
147 H 20.950 -18.788 12.485  0.093
148 H 21.883 -19.732 14.653  0.540
149 H 22.014 -18.155 15.261  0.489
150 H 22.945 -18.662 12.636  0.219
151 H 23.871 -19.445 13.932  0.419
152 H 25.591 -17.538 14.878  0.271
153 H 24.148 -17.767 15.884  0.413
154 H 24.597 -16.162 15.342  0.174
155 C 19.841 -8.016 15.263  -0.957
156 O 19.932 -9.043 14.276  -0.149
157 C 18.959 -8.957 13.277  -0.769
158 C 19.228 -10.298 12.461  0.483
159 N 20.652 -10.508 12.139  1.684
160 C 20.985 -9.652 10.980  0.940
161 C 22.479 -9.908 10.622  -1.612
162 O 22.747 -11.356 10.772  1.636
163 C 24.111 -11.497 10.880  -1.216
164 H 20.637 -8.206 15.982  0.281
165 H 18.943 -8.157 15.864  0.293
166 H 19.920 -7.006 14.861  0.349
167 H 19.095 -8.107 12.609  0.394
168 H 17.980 -8.888 13.751  -0.082
169 H 18.626 -10.363 11.554  -0.463
170 H 18.844 -11.144 13.032  -0.742
171 H 21.134 -10.116 12.936  -0.424
172 H 20.778 -8.599 11.170  0.787
173 H 20.403 -9.945 10.106  -1.574
174 H 22.988 -9.378 11.428  0.468
175 H 22.861 -9.604 9.647  0.522
176 H 24.330 -12.564 10.930  0.129
177 H 24.434 -11.252 11.892  0.054
178 H 24.786 -10.994 10.189  0.407
179 C 23.193 -14.321 9.329  -1.230
180 O 22.299 -14.158 10.423  1.000
181 C 21.981 -15.358 11.077  -0.658
182 C 21.110 -15.019 12.346  -0.295
183 N 21.450 -13.674 12.915  1.292
184 C 22.781 -13.694 13.649  -0.423
185 C 23.051 -12.456 14.474  -1.083
186 O 23.004 -11.219 13.805  -0.047
187 C 23.197 -10.102 14.664  -1.077
188 H 22.743 -15.086 8.696  0.361
189 H 24.108 -14.663 9.812  0.441
190 H 23.342 -13.427 8.724  0.004
191 H 22.871 -15.931 11.340  0.850
192 H 21.377 -15.985 10.422  -0.550
193 H 21.282 -15.855 13.023  0.856
194 H 20.049 -14.911 12.122  -0.769
195 H 20.773 -13.495 13.643  -0.577
196 H 23.598 -13.871 12.951  0.442
197 H 22.821 -14.550 14.322  0.132
198 H 23.981 -12.611 15.022  0.564
199 H 22.298 -12.419 15.261  0.207
200 H 23.160 -9.175 14.091  0.319
201 H 24.168 -10.015 15.150  0.298
202 H 22.497 -9.906 15.476  0.306

Summary:
Frontier orbital gap (spin up / spin down) (hartree): 0.3203 / 0.3148
Spin multiplicity: 5
Total charge: 0
⟨S²⟩: 6.01
Lowest unoccupied orbital energy (spin up / spin down) (Ha): 0.0007 / 0.0006